1.
Formula: C30H36N4O8RuS2
Source: the Open Molecules 2025 dataset
Level of theory: wB97M-V/def2-TZVPD

Atoms and positions in Å:
Ru: -2.073 1.516 -0.016
C: 0.207 0.201 2.143
O: -1.126 -0.035 1.697
C: -1.314 -1.388 1.322
C: -2.776 -1.501 0.934
O: -3.082 -0.590 -0.111
C: -3.199 -1.121 -1.429
C: -1.943 -0.907 -2.248
O: -1.798 0.484 -2.405
C: -0.675 0.803 -3.211
H: 0.386 -0.395 3.046
H: 0.933 -0.054 1.370
H: 0.279 1.260 2.382
H: -0.652 -1.644 0.487
H: -1.080 -2.050 2.163
H: -3.040 -2.521 0.645
H: -3.395 -1.207 1.783
H: -3.448 -2.185 -1.382
H: -4.025 -0.582 -1.897
H: -1.063 -1.337 -1.754
H: -2.054 -1.393 -3.228
H: -0.849 0.442 -4.233
H: -0.577 1.886 -3.215
H: 0.237 0.354 -2.817
O: -2.300 2.899 -0.889
N: -4.989 -4.794 2.911
C: -5.348 -3.545 2.386
C: -5.652 -3.405 1.033
C: -6.055 -2.178 0.524
C: -6.159 -1.076 1.359
C: -5.872 -1.210 2.714
C: -5.469 -2.434 3.223
S: -6.599 0.518 0.694
O: -7.481 1.120 1.674
O: -7.106 0.263 -0.631
N: -5.204 1.246 0.564
C: -4.614 1.886 1.560
S: -5.391 2.573 2.984
C: -3.855 3.140 3.556
C: -2.892 2.790 2.689
N: -3.290 2.083 1.581
H: -4.575 -5.420 2.239
H: -4.444 -4.742 3.757
H: -5.583 -4.266 0.376
H: -6.293 -2.063 -0.526
H: -5.968 -0.355 3.371
H: -5.253 -2.533 4.281
H: -3.750 3.680 4.481
H: -1.843 3.017 2.807
C: 7.981 -2.546 -0.842
C: 7.443 -1.145 -0.706
C: 8.244 -0.156 -0.141
C: 7.759 1.135 0.004
C: 6.476 1.449 -0.408
C: 5.662 0.474 -0.992
N: 4.349 0.735 -1.388
C: 3.780 1.982 -1.606
C: 4.526 3.031 -2.161
C: 3.945 4.260 -2.420
C: 2.601 4.474 -2.140
C: 1.854 3.434 -1.612
C: 2.409 2.187 -1.341
C: 1.485 1.108 -0.798
O: 1.932 -0.063 -0.648
O: 0.324 1.469 -0.524
C: 6.153 -0.835 -1.148
C: 5.280 -1.894 -1.769
H: 8.957 -2.631 -0.364
H: 8.097 -2.828 -1.891
H: 7.314 -3.276 -0.380
H: 9.244 -0.403 0.195
H: 8.376 1.900 0.460
H: 6.088 2.447 -0.256
H: 3.630 0.061 -1.100
H: 5.566 2.864 -2.408
H: 4.546 5.051 -2.853
H: 2.141 5.434 -2.336
H: 0.802 3.564 -1.383
H: 4.530 -1.450 -2.422
H: 4.747 -2.467 -1.005
H: 5.868 -2.596 -2.360

Properties
E_HOMO (alpha / beta) in eV: -4.57 / -4.52
Kohn-Sham gap (alpha / beta) in Eh: 0.250 / 0.248
Multiplicity: 2
Total charge: -1

Atom charges from the Löwdin analysis, given in e for atoms 1 to 8:
1. Ru 1.233
2. C -0.085
3. O -0.275
4. C -0.183
5. C -0.164
6. O -0.247
7. C -0.152
8. C -0.206


2.
Formula: C4H4Cl5N2
Source: the Open Molecules 2025 dataset
Level of theory: wB97M-V/def2-TZVPD

Atoms and positions in Å:
C: 0.782 -0.848 0.095
N: -0.137 0.156 -0.422
C: -0.364 1.302 0.149
Cl: 0.011 1.928 1.657
N: -1.125 2.102 -0.634
C: -1.355 1.568 -1.951
Cl: -0.357 2.539 -3.039
Cl: -3.058 1.764 -2.331
C: -0.780 0.064 -1.829
Cl: -2.130 -1.101 -1.655
Cl: 0.366 -0.305 -3.051
H: 1.402 -0.365 0.925
H: 0.325 -1.651 0.498
H: 1.465 -1.188 -0.885
H: -1.536 2.958 -0.270

Properties
E_HOMO in eV: -14.77
Kohn-Sham gap in Eh: 0.389
Total charge: +1

Atom charges from the Löwdin analysis, given in e for atoms 1 to 8:
1. C -0.015
2. N -0.144
3. C -0.711
4. Cl 0.926
5. N -0.034
6. C -1.220
7. Cl 0.689
8. Cl 0.708


3.
Formula: C4H8O2
Source: the Open Molecules 2025 dataset
Level of theory: wB97M-V/def2-TZVPD

Atoms and positions in Å:
C: 1.675 1.169 0.434
C: 1.000 -0.139 0.103
O: -0.213 -0.086 0.831
C: -1.386 -0.045 0.124
C: -1.725 -1.221 -0.619
O: -1.494 0.187 -1.238
H: 1.723 1.268 1.522
H: 1.052 1.983 0.047
H: 2.680 1.238 0.020
H: 0.821 -0.236 -0.975
H: 1.573 -1.013 0.438
H: -2.153 0.497 0.675
H: -2.636 -1.778 -0.354
H: -0.917 -1.823 -1.009

Properties
E_HOMO in eV: -9.52
Kohn-Sham gap in Eh: 0.390

Atom charges from the Löwdin analysis, given in e for atoms 1 to 8:
1. C -0.072
2. C -0.261
3. O -0.080
4. C -0.454
5. C 0.004
6. O -0.003
7. H 0.080
8. H 0.084


Calculated energy relative to the best compared isomer or geometry (same formula, charge and spin) in order - 0.4706; 0.2810; 3.0478 eV